Below is an isolated molecule of C24H30N4O4, with properties calculated with ωB97M-V with the def2-TZVPD basis set.

Results
Kohn-Sham gap: 7.8 eV
Energy above the lowest of the compared OMol25 structures with the same formula, charge and spin: 303.5 kJ/mol
E_LUMO: -0.42 eV
Highest occupied orbital energy: -8.19 eV
Structure (SMILES): NC(=O)C[C@@H](NC(=O)c1ccccc1)c1ccc(NC2CCCCCCC2)c([N+](=O)[O-])c1

Geometry (Å):
O: -0.79717 -3.12387 1.95264
C: -4.46586 1.13314 -0.54933
H: 7.58374 0.00780 -0.72922
H: -2.01355 -1.81956 0.56651
H: -2.70462 0.64954 -2.21464
N: -3.80762 -0.04569 -0.64344
H: 2.41519 -1.36393 1.72412
C: -0.28861 0.36972 -1.33046
C: -2.72730 -0.24379 -1.57752
H: 5.02087 3.16081 -1.45610
H: 7.01666 2.11320 -1.29907
H: 6.85120 -1.35732 0.91463
N: 0.14071 -2.36038 1.79762
H: 6.36633 0.17355 1.60497
C: 6.31917 1.70996 -0.56095
H: 4.49336 1.51029 -1.67989
C: -6.44375 -0.03087 0.52526
H: 4.28021 3.29161 0.78459
H: 2.86751 1.45733 1.78527
C: 3.76199 1.26176 1.18980
H: -5.44887 3.18390 0.76030
H: -4.19413 -0.87951 -0.22131
C: 0.94015 0.25637 -0.73745
C: -5.67090 1.11072 0.32928
C: -1.38800 -0.37896 -0.88955
C: -7.56458 0.02608 1.33483
O: 1.16010 -2.42373 2.48593
H: -3.92893 -1.30553 -3.01879
H: 1.75131 0.87046 -1.08965
H: -7.44482 3.28164 2.22875
C: 6.17286 -0.51178 0.77864
C: 3.61576 -0.11670 0.51535
H: 6.60137 2.13184 0.40504
C: -7.92273 1.21205 1.95439
C: 4.75428 -1.07783 0.87862
N: -2.26847 -3.64684 -1.63099
H: -8.79656 1.24736 2.58859
C: -3.22866 -2.70258 -1.57568
C: 4.91945 2.19887 -0.94706
N: 2.38153 -0.76461 0.90311
C: 1.17333 -0.62809 0.33933
H: 4.67555 -1.95244 0.22804
O: -4.20139 -2.81315 -0.85521
H: -1.42231 -3.52285 -2.15659
C: -6.04878 2.30400 0.93855
H: 4.60024 1.23734 1.88280
H: 3.60131 0.00744 -0.56917
H: -2.32822 -4.42697 -0.99546
C: -1.19751 -1.23830 0.16536
H: 4.60316 -1.42028 1.90608
H: 2.97326 2.68844 -0.21981
C: -3.01138 -1.48698 -2.45659
O: -4.08708 2.14079 -1.12042
H: -0.42066 1.06567 -2.14564
H: 5.97267 -0.27092 -1.36192
H: -6.19802 -0.96202 0.03536
H: -2.18657 -1.63959 -3.15195
C: -7.16407 2.35350 1.75290
C: 6.52325 0.18818 -0.53878
C: 3.94292 2.42527 0.21102
C: 0.05480 -1.39236 0.77378
H: -8.16313 -0.86115 1.48118

Forces on the atoms, in the same order (eV/Å):
-0.01 -0.06 0.13
0.18 -0.11 0.01
-0.04 -0.05 -0.06
-0.04 -0.02 0.03
0.01 -0.24 0.11
-0.12 -0.30 0.01
-0.09 0.18 -0.32
-0.13 -0.25 0.17
0.12 0.05 -0.17
-0.05 -0.05 -0.08
0.02 0.04 0.07
0.00 0.04 0.08
0.00 -0.72 0.55
0.06 -0.01 0.06
-0.13 -0.09 -0.33
-0.02 0.00 -0.09
0.12 0.10 -0.02
-0.05 0.08 -0.03
0.08 -0.05 0.04
-0.05 0.12 -0.24
0.04 0.06 -0.03
-0.05 0.13 -0.04
0.15 0.03 0.03
-0.33 0.17 0.13
0.12 0.20 -0.02
-0.09 -0.06 0.07
-0.04 -0.06 0.12
0.03 -0.09 -0.01
0.13 0.08 -0.03
-0.01 0.07 0.03
-0.14 -0.15 -0.14
0.01 0.16 0.13
0.11 0.06 0.08
-0.05 -0.03 0.01
0.09 0.17 -0.14
0.15 -0.37 0.02
-0.06 0.00 0.04
0.35 0.02 -0.62
0.05 0.20 0.20
0.32 -0.47 0.39
-0.22 -0.24 0.15
-0.04 -0.05 0.05
-0.41 -0.03 0.39
-0.05 0.07 0.01
0.14 -0.05 -0.09
0.05 0.01 0.10
0.03 -0.02 0.01
-0.01 0.05 0.00
0.16 0.07 0.05
-0.07 -0.06 0.04
-0.03 0.07 0.05
-0.18 0.23 0.18
-0.01 0.25 -0.04
0.00 0.11 -0.10
0.01 -0.04 -0.14
0.06 -0.10 -0.06
0.00 0.02 -0.01
-0.01 0.03 0.03
0.19 0.10 0.29
0.07 -0.08 -0.05
-0.28 0.94 -0.98
-0.04 -0.06 0.00

Below is a structure of composition C24H30N4OPdS, with properties calculated with ωB97M-V with the def2-TZVPD basis set.

Results
Multiplicity: 5
Kohn-Sham gap (alpha / beta): 6.8 / 4.2 eV
E_LUMO (alpha / beta): -6.66 / -9.94 eV
Highest occupied orbital energy (alpha / beta): -13.44 / -14.15 eV
⟨S²⟩: 6.060
Total charge: +2

Geometry (Å):
H: 3.04285 0.93778 3.91216
H: -1.34431 -2.36615 -2.98983
C: -1.21367 4.44061 0.03964
H: -2.09998 4.95517 0.46736
H: 1.75488 3.93222 -0.04789
C: 3.53863 -2.11092 -0.77446
O: 1.98568 -0.55360 -0.34062
C: 0.82294 -1.40358 4.93923
H: 4.16740 -1.68783 0.07784
H: 1.17802 1.58632 -0.60764
H: 3.89924 0.80147 -1.21446
N: -1.15558 0.95945 -1.29075
H: 1.36293 -2.65085 -1.98176
C: -3.22114 -4.12155 -0.88893
H: -3.84951 1.58378 -0.18196
H: 2.83121 0.91888 -2.55963
C: -2.43066 -4.01204 0.21673
H: 4.25110 -0.06387 -2.77515
Pd: -0.07762 -0.54603 -0.39020
C: -2.89697 3.17153 -1.37216
H: 2.37829 -0.37849 5.97790
C: 1.80702 -0.15049 2.58708
H: -0.57843 3.81024 1.94750
H: 0.27998 5.20932 1.41288
H: -2.66061 3.42886 -2.41170
H: 4.34498 -2.52301 -1.55076
H: -2.79597 -0.19241 -1.05605
H: 2.22218 0.34216 1.72531
C: 3.50096 0.23220 -2.05395
H: 1.64842 2.88192 1.31566
H: 1.08469 -1.10605 -2.88804
N: 0.48049 2.31243 -0.30760
C: -0.85353 2.08806 -0.66181
C: -2.80682 -3.43838 -2.05062
C: 0.72641 -1.06678 2.46809
C: -1.06566 -2.25612 -0.80534
N: -1.70285 3.12835 -0.53867
H: -4.08874 -4.74831 -0.86736
N: 0.20063 -1.56438 1.31081
H: -1.01867 5.18938 -0.77164
H: -4.37639 1.59338 -1.73572
C: -1.69824 -2.57929 -2.00917
C: 1.03287 3.32911 0.54502
C: 1.86516 -1.77853 -2.47226
H: -3.48871 3.97622 -0.99262
C: -1.40978 -3.01671 0.31879
H: 2.43996 -2.23766 -3.26883
H: -3.30955 -3.66554 -2.96674
H: -2.58944 0.52400 -2.75321
C: -3.48661 1.75941 -1.18999
C: 2.28136 0.19194 3.85115
C: -0.09933 4.25960 0.99070
C: -2.52329 0.66009 -1.59265
C: 2.73979 -1.06614 -1.52929
H: 2.92142 -2.96094 -0.47015
C: 0.24300 -1.65112 3.62946
H: -2.64539 -4.64298 1.08779
C: 1.80294 -0.47573 5.03277
H: 0.41055 -1.93104 5.81165
S: -0.98391 -2.80158 3.18027
C: -0.77462 -2.45578 1.51383

Forces on the atoms, in the same order (eV/Å):
0.43 0.23 0.19
0.48 1.16 -0.40
-1.52 0.64 -2.10
0.48 -0.75 0.43
-0.36 -0.29 0.11
3.90 -0.47 -0.79
0.34 -0.26 -2.33
-2.10 -0.91 -1.03
-1.02 -0.57 -1.02
-1.33 0.99 0.27
0.40 -0.36 -0.02
1.05 0.41 1.24
0.30 0.84 -0.22
0.78 0.31 0.52
0.44 0.41 0.52
-0.46 -0.16 -0.21
-0.27 -0.19 1.75
0.37 -0.01 0.04
1.09 1.44 -0.93
0.33 -1.50 0.43
-0.77 0.28 -0.66
0.16 1.03 1.27
0.70 0.35 -1.41
-0.06 -0.32 -0.73
0.11 -0.30 0.05
-1.64 0.68 1.59
-0.62 -1.64 0.26
0.00 -0.09 -0.15
-0.76 -1.26 0.56
-0.37 -0.02 0.63
0.46 -0.42 -0.02
-0.06 -2.39 -0.75
1.17 1.71 -0.74
0.83 0.36 0.64
1.22 -0.14 -0.81
-0.38 -0.69 -2.69
1.44 1.29 0.67
-0.19 -0.36 -0.14
-0.34 0.56 2.34
0.50 -0.99 0.09
-0.97 0.16 -1.02
-0.79 -1.47 0.01
0.04 1.81 -1.26
-1.75 -0.54 -0.74
-0.77 0.22 0.30
-0.46 0.24 1.65
0.19 0.27 -0.32
-0.16 0.15 -0.53
-0.02 -0.19 2.06
-0.36 0.44 0.02
-1.05 -1.06 -1.11
-0.09 -0.88 3.90
-0.34 1.88 -3.18
0.12 1.81 2.30
0.12 0.32 0.10
-0.21 -0.94 1.82
0.05 0.31 -0.27
1.54 0.19 -0.03
0.40 0.23 -0.48
-0.25 -0.27 0.67
0.05 -1.28 -0.33

Below is a cluster of 6 separate species, C24H30N6 in total, with properties calculated with ωB97M-V with the def2-TZVPD basis set.

Results
Kohn-Sham gap: 8.6 eV
Energy above the lowest of the compared OMol25 structures with the same formula, charge and spin: 248.0 kJ/mol
E_LUMO: 0.72 eV
Highest occupied orbital energy: -7.83 eV
Structure (SMILES): c1cc[nH]c1.c1cc[nH]c1.c1cc[nH]c1.c1cc[nH]c1.c1cc[nH]c1.c1cc[nH]c1

Geometry (Å):
H: -12.71857 -25.33214 -5.67656
H: -14.88147 -26.35322 -6.81990
C: -12.42079 -22.40832 -11.26067
H: -15.86551 -23.34766 -13.28376
H: -13.21971 -23.64823 -9.43562
N: -13.84119 -28.25407 -2.58662
C: -14.37650 -25.16106 -8.52212
H: -18.98531 -26.36149 -13.74227
H: -11.73721 -23.60486 -7.50563
C: -13.25663 -26.50037 -1.32185
H: -12.00377 -20.58481 -10.22123
C: -18.17020 -25.67947 -13.55034
C: -13.08439 -20.80282 -6.03275
C: -9.44677 -24.63537 -4.06557
C: -14.47113 -27.13942 -3.06345
H: -12.17438 -21.38360 -6.06391
H: -17.51257 -27.06223 -12.10237
C: -10.02910 -25.84380 -4.45809
C: -14.09060 -26.04536 -2.28334
C: -14.80520 -19.15418 -6.01907
C: -16.55783 -24.17657 -13.28688
C: -12.96613 -27.85941 -1.60328
N: -13.38387 -24.24865 -8.64022
H: -13.91724 -29.16188 -3.02272
H: -15.27123 -18.19806 -5.83186
H: -6.85743 -26.53183 -4.45193
H: -11.10155 -25.87916 -4.58057
H: -12.29028 -28.59829 -1.19870
N: -12.67191 -21.27528 -10.53257
C: -15.19611 -20.16645 -6.82980
N: -17.40782 -26.17064 -12.56519
C: -9.06963 -26.77302 -4.64276
H: -14.56034 -20.43075 -9.67832
C: -17.74353 -24.39126 -13.97266
N: -7.79152 -26.15724 -4.53717
C: -13.49807 -19.54637 -5.58428
N: -14.24463 -21.16135 -6.71641
H: -12.85197 -18.98639 -4.92444
C: -13.57565 -22.99933 -11.51084
H: -11.41799 -22.65642 -11.57570
C: -14.02493 -21.17551 -10.24847
H: -15.72054 -25.23533 -11.54637
C: -8.00908 -24.84348 -4.13382
H: -14.35318 -22.02537 -7.22807
H: -10.01743 -23.75351 -3.81440
H: -14.43224 -25.03418 -2.44825
H: -7.22516 -24.12940 -3.92900
H: -9.16854 -27.81340 -4.91517
C: -14.55110 -22.24105 -10.89658
H: -13.82647 -23.85339 -12.12246
H: -18.30905 -23.77896 -14.65945
H: -12.80576 -25.93780 -0.51771
H: -15.11075 -25.24879 -9.30925
C: -12.58872 -24.26324 -7.59432
C: -13.04909 -25.14597 -6.68774
C: -14.19715 -25.66702 -7.29661
C: -16.48650 -25.11393 -12.29802
H: -15.08366 -27.15497 -3.95282
H: -16.11314 -20.37258 -7.36174
H: -15.58423 -22.52504 -11.03225

Forces on the atoms, in the same order (eV/Å):
0.06 0.00 -0.28
0.06 -0.19 -0.06
2.78 1.29 0.03
-0.29 0.19 -0.29
-0.14 -0.27 -0.09
0.55 0.98 -0.55
-0.27 1.03 -1.02
-0.45 0.68 -0.88
0.00 0.01 -0.22
2.89 -2.27 1.33
0.07 -0.39 -0.10
-1.31 0.28 -0.87
-3.66 1.92 -0.62
3.55 -0.10 -0.40
-0.23 0.72 -0.07
-0.28 0.08 0.36
0.06 0.46 -0.03
-0.81 0.65 0.44
-2.21 -0.09 -2.20
1.58 0.17 0.05
0.12 0.89 1.91
-1.08 0.43 0.71
0.06 1.11 -2.67
0.26 0.24 0.21
-0.04 -0.21 0.01
-0.52 -0.51 -0.23
0.16 -0.79 0.09
-0.12 0.28 0.36
-0.04 1.01 1.19
0.15 -1.56 0.64
1.98 3.09 0.75
1.95 -0.76 -0.73
0.66 0.21 -0.01
-1.62 -2.75 -0.58
-1.82 1.37 0.99
1.92 0.40 1.29
0.23 -1.35 -1.75
-0.12 0.39 -0.05
-1.34 -1.61 -1.23
-0.05 0.11 0.08
0.49 -0.45 -0.74
-0.01 -0.11 -0.07
-3.15 0.15 0.01
0.17 -0.02 0.01
0.42 0.14 -0.01
-0.05 -0.09 0.11
0.11 -0.30 -0.06
0.17 0.13 -0.04
-2.89 -0.26 0.04
0.51 -0.09 0.07
0.40 -0.08 -0.15
0.11 -0.01 -0.16
-0.04 -0.19 0.32
2.33 1.29 1.49
-0.53 -0.38 0.85
-1.60 -2.45 1.94
1.11 -2.67 0.18
-0.08 -0.16 0.19
0.07 0.07 0.04
-0.20 0.36 0.48

no.,strongest force on any atom (eV Å⁻¹),energy (eV),M (g mol⁻¹)
1,1.384,-39524.6447,438.53
2,4.010,-47676.9950,529.02
3,4.183,-34311.2704,402.55